[1]
DFT (ωB97M-V/def2-TZVPD) results for 5 unconnected molecules or ions with the total composition CH14NO4.

* ΔE to the lowest compared entry with this formula, charge and spin: 8.05 kcal per mole
* LUMO: -2.676 eV
* strongest force on any atom: 0.01295 hartree/bohr
* E_HOMO: -0.5502 Eh
* 2S+1: 1
* electronic energy: -10939.00614 eV
* orbital gap: 12.30 eV
* charge: +1

Atoms and positions in Å:
C -0.683 -2.308 -0.330
N 0.660 -1.732 -0.023
H -0.881 -3.146 0.334
H -0.735 -2.633 -1.361
H -1.429 -1.558 -0.126
H 0.608 -1.310 0.929
H 1.343 -2.484 -0.030
H 0.885 -0.973 -0.693
H 0.323 3.133 3.084
H 1.762 2.653 3.101
O 0.857 2.330 3.020
H -2.246 1.536 -3.069
H -1.167 2.158 -3.971
O -1.297 1.644 -3.166
H 0.804 0.471 -2.351
H 0.313 1.527 -1.375
O 0.781 0.680 -1.409
H 0.343 0.655 2.136
H -0.322 -0.362 3.087
O 0.079 -0.282 2.214

[2]
DFT (ωB97M-V/def2-TZVPD) results for 5 unconnected molecules or ions with the total composition CH14NO4.

* ΔE to the lowest compared entry with this formula, charge and spin: 9.34 kcal per mole
* LUMO (spin up / spin down): -7.749 / -15.514 eV
* strongest force on any atom: 0.02991 hartree/bohr
* E_HOMO (spin up / spin down): -0.6577 / -0.6575 Eh
* 2S+1: 2
* electronic energy: -10923.48670 eV
* orbital gap (spin up / spin down): 10.15 / 2.38 eV
* charge: +2

Atoms and positions in Å:
C 1.458 0.050 0.630
N 0.524 0.207 -0.532
H 1.655 1.004 1.109
H 1.083 -0.800 1.185
H 2.439 -0.177 0.215
H 0.721 0.950 -1.202
H -0.435 0.404 -0.189
H 0.578 -0.696 -1.048
H -0.392 2.729 3.844
H -1.544 1.642 4.016
O -1.268 2.432 3.490
H -0.239 -0.316 -3.931
H -0.942 -1.721 -3.874
O -0.375 -1.104 -3.399
H 0.812 -2.436 -2.046
H 0.825 -3.365 -0.846
O 0.784 -2.425 -1.075
H -1.432 1.873 1.302
H -2.564 0.764 1.362
O -1.688 0.985 0.989

[3]
DFT (ωB97M-V/def2-TZVPD) results for 6 unconnected molecules or ions with the total composition CH14NO5.

* ΔE to the lowest compared entry with this formula, charge and spin: 0.00 kcal per mole
* LUMO (spin up / spin down): 0.563 / 0.559 eV
* strongest force on any atom: 0.03044 hartree/bohr
* E_HOMO (spin up / spin down): -0.1729 / -0.3462 Eh
* 2S+1: 2
* electronic energy: -12989.42843 eV
* orbital gap (spin up / spin down): 5.27 / 9.98 eV

Atoms and positions in Å:
C 1.826 1.415 0.522
N 0.962 0.711 1.306
H 1.835 2.480 0.688
H 2.377 0.962 -0.275
H 0.966 -0.287 1.227
H 0.358 1.011 2.045
H -1.143 3.062 0.826
H -1.475 3.904 2.069
O -0.908 3.196 1.749
H -3.433 -1.643 -6.109
H -4.201 -0.370 -6.012
O -3.349 -0.746 -5.769
H 2.565 -1.965 1.187
H 3.831 -1.337 1.484
O 2.972 -1.103 1.114
H -1.711 0.227 -1.738
H -2.919 1.013 -1.256
O -2.061 0.684 -0.967
H 1.087 -4.159 2.013
H 0.956 -3.608 3.353
O 1.465 -3.447 2.545

[4]
DFT (ωB97M-V/def2-TZVPD) results for 6 unconnected molecules or ions with the total composition CH14O5.

* structure (SMILES): C.O.O.O.O.O
* ΔE to the lowest compared entry with this formula, charge and spin: 24.02 kcal per mole
* LUMO: 0.431 eV
* strongest force on any atom: 0.11283 hartree/bohr
* E_HOMO: -0.4054 Eh
* 2S+1: 1
* electronic energy: -11501.35651 eV
* orbital gap: 11.46 eV

Atoms and positions in Å:
C 0.606 -2.076 -1.478
H -0.341 -2.567 -1.707
H 1.441 -2.617 -1.989
H 0.595 -1.060 -1.845
H 0.799 -2.062 -0.383
O 1.306 -0.620 2.109
H 0.448 -0.289 1.898
H 1.666 0.126 2.599
O -3.053 1.286 -0.870
H -2.888 0.367 -0.709
H -2.180 1.599 -0.996
O 2.799 0.448 -0.699
H 2.682 -0.126 0.194
H 3.702 0.474 -0.897
O 0.238 1.647 -0.883
H 1.089 1.234 -0.834
H 0.381 2.585 -1.184
O -2.023 -0.709 1.755
H -2.638 -0.115 1.989
H -2.521 -1.503 1.429

[5]
DFT (ωB97M-V/def2-TZVPD) results for 6 unconnected molecules or ions with the total composition CH14O5S.

* structure (SMILES): CS.O.O.O.O.O
* ΔE to the lowest compared entry with this formula, charge and spin: 20.80 kcal per mole
* LUMO: 0.313 eV
* strongest force on any atom: 0.03710 hartree/bohr
* E_HOMO: -0.3224 Eh
* 2S+1: 1
* electronic energy: -22336.46907 eV
* orbital gap: 9.09 eV

Atoms and positions in Å:
C -4.055 -2.237 -0.504
S -2.480 -1.749 -1.405
H -3.952 -3.327 -0.469
H -4.152 -1.760 0.459
H -4.857 -1.916 -1.174
H -2.768 -0.456 -1.571
O 1.188 3.832 0.900
H 1.983 4.356 0.730
H 1.560 2.971 1.156
O -1.013 1.884 -0.820
H -1.584 2.672 -0.890
H -0.325 2.353 -0.293
O 2.752 -3.711 1.924
H 3.028 -2.979 1.362
H 3.494 -3.807 2.529
O 1.559 1.155 1.187
H 1.346 0.912 0.277
H 2.101 0.599 1.740
O 2.067 0.265 -1.415
H 2.713 0.922 -1.668
H 1.397 0.023 -2.055

[6]
DFT (ωB97M-V/def2-TZVPD) results for 6 unconnected molecules or ions with the total composition CH14O6.

* structure (SMILES): CO.O.O.O.O.O
* ΔE to the lowest compared entry with this formula, charge and spin: 25.72 kcal per mole
* LUMO: 0.482 eV
* strongest force on any atom: 0.06919 hartree/bohr
* E_HOMO: -0.3928 Eh
* 2S+1: 1
* electronic energy: -13548.54579 eV
* orbital gap: 11.17 eV

Atoms and positions in Å:
C 0.073 1.892 1.212
O 0.865 2.120 -0.009
H 0.580 2.555 1.920
H -0.933 2.107 0.885
H 0.481 0.941 1.530
H 0.799 3.031 -0.302
O 0.881 0.034 -1.560
H 1.048 -0.616 -0.867
H 1.198 0.879 -1.213
O 0.053 -1.424 1.377
H -0.542 -1.657 0.648
H -0.458 -1.411 2.190
O -2.310 -1.512 -0.087
H -2.360 -2.053 -0.876
H -2.512 -0.606 -0.318
O 2.604 -1.552 0.780
H 1.929 -1.881 1.389
H 2.739 -0.610 0.882
O -1.733 -0.091 -2.288
H -1.552 -0.454 -3.157
H -0.850 0.309 -2.137

[7]
DFT (ωB97M-V/def2-TZVPD) results for 6 unconnected molecules or ions with the total composition CH14O6.

* structure (SMILES): CO.O.O.O.O.O
* ΔE to the lowest compared entry with this formula, charge and spin: 29.90 kcal per mole
* LUMO: 0.417 eV
* strongest force on any atom: 0.10625 hartree/bohr
* E_HOMO: -0.3879 Eh
* 2S+1: 1
* electronic energy: -13548.36457 eV
* orbital gap: 10.97 eV

Atoms and positions in Å:
C -1.306 -2.330 -1.588
O -0.090 -2.302 -0.812
H -1.964 -3.171 -1.344
H -1.324 -2.311 -2.759
H -1.894 -1.389 -1.471
H -0.255 -1.934 0.095
O 1.278 1.243 2.941
H 1.827 2.079 2.789
H 0.857 1.109 1.983
O -1.183 1.750 1.090
H -0.595 1.920 0.349
H -1.242 2.459 1.653
O 0.712 2.012 -0.777
H 0.442 2.374 -1.596
H 0.886 1.096 -1.132
O -0.686 -0.774 1.936
H -0.840 0.143 1.749
H -0.099 -0.712 2.730
O 1.202 -0.224 -2.797
H 1.271 -0.366 -3.747
H 0.897 -0.964 -2.417

[8]
DFT (ωB97M-V/def2-TZVPD) results for 6 unconnected molecules or ions with the total composition CH16N2O5.

* structure (SMILES): NCN.O.O.O.O.O
* ΔE to the lowest compared entry with this formula, charge and spin: 32.74 kcal per mole
* LUMO: 0.230 eV
* strongest force on any atom: 0.04361 hartree/bohr
* E_HOMO: -0.3391 Eh
* 2S+1: 1
* electronic energy: -14513.78839 eV
* orbital gap: 9.46 eV

Atoms and positions in Å:
N 1.851 -1.769 -1.518
C 0.822 -1.449 -0.559
N 1.192 -0.538 0.511
H 2.076 -1.003 -2.133
H 2.631 -2.374 -1.334
H 0.070 -0.930 -1.159
H 0.330 -2.337 -0.200
H 1.666 -1.036 1.241
H 1.457 0.398 0.284
O -2.168 -0.080 1.189
H -1.862 -0.891 1.611
H -1.402 0.507 1.258
O 1.879 2.634 -1.446
H 1.098 2.939 -0.964
H 1.986 1.736 -1.104
O -1.050 1.782 -0.335
H -1.938 1.543 -0.037
H -0.997 1.315 -1.179
O 0.778 0.823 3.127
H 1.423 0.268 3.591
H 0.463 0.134 2.516
O -3.315 -0.705 -1.506
H -3.102 -0.998 -0.602
H -3.890 0.031 -1.252

[9]
DFT (ωB97M-V/def2-TZVPD) results for 7 unconnected molecules or ions with the total composition CH16O6.

* structure (SMILES): C.O.O.O.O.O.O
* ΔE to the lowest compared entry with this formula, charge and spin: 48.19 kcal per mole
* LUMO: 0.266 eV
* strongest force on any atom: 0.06926 hartree/bohr
* E_HOMO: -0.4037 Eh
* 2S+1: 1
* electronic energy: -13580.52554 eV
* orbital gap: 11.25 eV

Atoms and positions in Å:
C -2.403 0.012 -1.641
H -2.847 0.682 -2.289
H -2.037 0.430 -0.689
H -1.440 -0.540 -1.945
H -3.265 -0.534 -1.364
O 2.126 -0.197 0.959
H 2.936 -0.737 1.212
H 1.653 -0.430 1.768
O 1.487 -2.249 -0.630
H 1.053 -1.912 -1.398
H 1.679 -1.445 -0.037
O -1.025 -2.485 -0.543
H -0.167 -3.031 -0.412
H -1.607 -3.074 -1.056
O 0.085 2.918 1.478
H 0.267 3.032 0.475
H 0.554 2.135 1.688
O -0.029 2.128 -1.282
H 0.384 1.404 -0.824
H -0.657 1.626 -1.852
O -0.247 0.144 1.632
H -0.534 0.959 2.003
H -0.748 -0.706 1.667

[10]
DFT (ωB97M-V/def2-TZVPD) results for 7 unconnected molecules or ions with the total composition CH16O7.

* structure (SMILES): CO.O.O.O.O.O.O
* ΔE to the lowest compared entry with this formula, charge and spin: 29.79 kcal per mole
* LUMO: 0.155 eV
* strongest force on any atom: 0.03388 hartree/bohr
* E_HOMO: -0.3768 Eh
* 2S+1: 1
* electronic energy: -15628.32610 eV
* orbital gap: 10.41 eV

Atoms and positions in Å:
C -2.643 3.208 1.079
O -2.202 2.289 0.112
H -3.618 3.535 0.791
H -2.951 2.746 1.993
H -1.813 3.917 1.220
H -2.024 1.410 0.495
O -1.217 -1.146 0.827
H -0.868 -1.246 -0.104
H -1.922 -1.784 0.956
O -1.115 0.531 3.075
H -0.913 0.005 3.846
H -1.021 0.022 2.262
O 3.486 0.568 1.055
H 3.645 -0.359 0.817
H 3.519 0.430 2.029
O -0.135 -1.541 -1.868
H -0.044 -0.583 -2.092
H -0.087 -2.006 -2.711
O 2.380 -3.819 -3.086
H 1.687 -3.234 -2.749
H 2.938 -4.249 -2.440
O 1.072 0.688 -1.279
H 0.294 1.224 -1.090
H 1.263 0.224 -0.425

[11]
DFT (ωB97M-V/def2-TZVPD) results for a molecular structure, CH18Na3O16S.

* LUMO (spin up / spin down): -1.593 / -3.558 eV
* strongest force on any atom: 0.09791 hartree/bohr
* E_HOMO (spin up / spin down): -0.3769 / -0.3769 Eh
* 2S+1: 2
* electronic energy: -58178.06960 eV
* orbital gap (spin up / spin down): 8.66 / 6.70 eV

Atoms and positions in Å:
Na 4.450 -17.205 5.224
Na 5.305 -18.175 2.015
Na 4.547 -20.876 4.011
C 2.484 -19.000 4.222
O 3.282 -18.471 3.475
O 1.896 -20.085 3.926
O 2.511 -18.721 5.433
S 7.297 -19.797 4.598
O 8.191 -19.869 3.452
O 6.100 -19.116 4.150
O 6.952 -21.156 5.024
O 7.918 -19.067 5.707
O 10.134 -18.234 3.218
H 9.340 -18.757 3.330
H 10.616 -18.676 2.519
O 8.179 -22.317 6.992
H 7.657 -21.632 6.574
H 9.074 -21.977 6.980
O 5.097 -22.769 5.700
H 5.901 -22.275 5.539
H 5.272 -23.256 6.506
O 9.803 -20.986 1.976
H 9.390 -20.735 2.802
H 9.113 -21.436 1.489
O 7.252 -23.702 3.687
H 7.430 -24.179 4.498
H 7.161 -22.789 3.960
O 7.579 -18.842 1.079
H 7.837 -19.311 1.872
H 8.397 -18.489 0.731
O 6.248 -19.442 7.624
H 6.792 -19.401 6.838
H 5.677 -18.676 7.560
O 7.104 -16.350 5.588
H 7.203 -17.286 5.416
H 7.643 -16.190 6.363
O 9.984 -19.395 7.172
H 10.585 -19.958 6.684
H 9.314 -19.149 6.535

[12]
DFT (ωB97M-V/def2-TZVPD) results for 9 unconnected molecules or ions with the total composition CH19O9.

* ΔE to the lowest compared entry with this formula, charge and spin: 4.90 kcal per mole
* LUMO: 3.026 eV
* strongest force on any atom: 0.02499 hartree/bohr
* E_HOMO: -0.2138 Eh
* 2S+1: 1
* electronic energy: -19774.67551 eV
* orbital gap: 8.84 eV
* charge: -1

Atoms and positions in Å:
C -5.222 26.256 -10.054
O -3.941 26.199 -9.487
H -5.218 25.893 -11.099
H -5.845 25.534 -9.483
H -5.758 27.222 -10.054
O -2.217 24.340 -8.073
H -2.935 24.853 -8.503
H -1.860 23.794 -8.778
O -2.411 26.152 -11.779
H -2.266 27.084 -11.964
H -2.954 26.164 -10.956
O -4.043 29.428 -9.682
H -4.875 29.610 -9.232
H -3.941 28.463 -9.612
O -3.637 23.338 -11.134
H -2.809 23.073 -10.725
H -3.731 24.272 -10.890
O -5.379 23.416 -8.076
H -6.146 22.899 -8.340
H -5.029 23.787 -8.898
O -7.927 27.717 -7.450
H -7.776 27.257 -6.619
H -7.527 27.151 -8.121
O -4.800 26.807 -6.921
H -4.286 26.598 -7.735
H -5.569 26.238 -7.011
O -1.468 27.640 -9.031
H -2.304 27.139 -9.113
H -1.264 27.617 -8.092